No. 1
Entry from the Open Molecules 2025 dataset: C36H34N5NaO7S2 as an isolated structure (the ωB97M-V functional and the def2-TZVPD basis).

Output
- net charge = -2
- HOMO energy (eV) = -2.1
- E_LUMO (hartree) = 0.1382
- strongest force on any atom (eV Å⁻¹) = 1.51
- energy (hartree) = -3151.4732

XYZ file:
```
85
Properties=species:S:1:pos:R:3:forces:R:3:mulliken_charge:R:1
S 14.203439 10.692575 17.874079 -0.1821 0.3391 0.8521 -0.389
S 13.771687 16.359451 10.887508 -0.4765 0.5207 0.3600 -0.290
Na 13.489131 13.320491 13.799660 0.1115 0.0305 -0.1858 0.885
O 7.635589 8.127080 11.827407 -0.5482 -0.3756 -0.3225 -0.578
O 15.712657 12.947416 12.793773 -0.1856 0.1596 -0.0219 -0.475
O 14.809871 13.360377 6.623996 0.8305 -0.4286 0.0736 -0.543
O 8.867590 10.430971 15.528322 -0.2316 -0.0022 0.8263 -0.647
O 11.696040 14.784917 12.905756 0.3406 0.1038 0.2182 -0.323
O 17.859556 13.198632 12.166773 -0.0018 -0.0750 -0.0424 -0.837
O 13.263279 13.166808 8.301911 -0.4212 -0.0501 -0.0039 -0.460
N 11.354290 12.105807 12.450851 0.5625 0.1935 -0.3186 0.572
N 11.485405 17.012708 12.225806 0.0967 -0.2657 0.2749 -0.353
N 14.000610 10.912381 13.916278 -0.7676 0.3253 -0.1135 0.365
N 13.235073 18.460598 12.502111 0.0209 -0.9179 -0.6872 0.290
N 8.335963 8.876701 13.976230 -0.0090 -0.1320 0.4562 -0.093
C 11.064129 15.804427 12.615370 -0.5042 0.6273 -0.4609 -0.620
C 15.227703 8.474698 14.152158 0.5737 -0.4332 -0.9740 -0.510
C 9.313691 12.061994 11.233654 -0.2931 0.5795 -0.3632 -1.391
C 7.361031 16.766955 12.655854 -0.6195 -0.0524 -0.3189 -0.534
C 12.738927 18.658327 14.881821 -1.0864 0.0628 -0.9347 -1.011
C 12.460561 19.207191 13.465850 -0.1035 -0.1948 0.0848 -0.725
C 13.032013 12.965416 17.599189 0.2617 -0.6718 -0.6330 -0.519
C 13.524690 12.131011 18.555566 -0.0552 0.0909 0.2392 -0.311
C 6.820575 15.693558 13.352273 -1.3548 0.2262 0.6304 -0.305
C 13.429091 13.447686 6.940961 0.0161 0.0993 -0.5755 -0.261
C 8.883122 10.080007 14.377683 0.4393 0.1890 -0.6116 -0.152
C 14.844303 13.104780 10.166252 -0.2751 -0.0272 0.2920 -0.391
C 9.003708 14.752090 13.582753 0.1614 -0.3624 0.2341 -0.109
C 8.663870 8.159757 12.760830 0.8892 -0.2226 0.7308 -0.534
C 8.706995 11.306425 12.211398 0.4416 0.0285 0.1697 -0.247
C 10.632166 12.477924 11.408364 -0.1447 -0.0702 -0.2991 -0.383
C 7.648153 14.730577 13.900038 -0.1457 -0.5139 -0.2593 -0.694
C 9.538908 15.764574 12.800610 0.2885 0.3807 0.5086 0.289
C 10.799484 11.354818 13.375357 0.1152 -0.2428 0.5655 -0.311
C 13.801433 11.258464 16.265586 -0.1474 0.5957 0.1216 0.766
C 15.478744 13.231684 7.850982 -0.7956 -0.0644 -0.2069 0.644
C 14.915286 8.965205 12.882665 -0.6299 0.2791 -0.0799 -1.012
C 14.602998 19.932617 11.080634 -0.5723 -0.5934 -0.2404 -1.092
C 16.199107 13.094429 10.480871 0.2055 -0.0654 0.5340 -0.225
C 14.236426 10.437287 15.138933 0.4733 0.0889 -0.5706 0.189
C 14.527141 13.163959 8.843434 0.0508 0.1565 0.0375 0.797
C 14.569427 18.954635 12.277351 0.8634 0.5712 -0.8532 -0.915
C 16.638986 13.078670 11.956223 -0.0013 0.1188 0.1948 -0.302
C 13.188129 12.495142 16.236509 0.0399 -0.0688 -0.2454 -0.600
C 17.162501 13.092591 9.485963 0.0130 0.0430 0.2372 -0.522
C 14.946859 9.234015 15.255883 -0.1732 -0.2549 1.1711 -0.754
C 12.773051 17.286800 11.923083 0.5215 -0.0049 0.0595 0.106
C 14.311537 10.219570 12.835095 0.4346 -0.4874 0.3242 -0.391
C 16.817985 13.135252 8.144687 -0.1591 -0.0135 -0.9646 -0.766
C 9.483471 10.931552 13.306091 -0.8979 -0.4749 -0.1496 0.133
C 8.699626 16.808402 12.390725 1.0209 -0.4237 -0.2621 -0.286
H 7.226865 13.931092 14.524482 0.2639 0.3189 -0.3060 0.427
H 15.045468 8.421611 11.947374 0.2747 -0.0094 0.3611 0.394
H 12.324489 19.348291 15.606016 0.1059 0.0005 0.5038 0.378
H 14.074327 13.110376 10.933975 0.2514 -0.0212 -0.0785 0.965
H 12.868044 12.731315 6.318311 0.1192 0.0455 0.2684 0.212
H 13.783391 18.475931 15.003798 0.8578 0.2956 0.3056 0.340
H 14.342431 19.380149 10.166273 -0.0523 -0.0024 0.3031 0.240
H 15.286273 18.161961 12.042852 -0.4737 -0.2170 0.1398 0.441
H 15.758424 7.516907 14.223618 -0.2551 0.3549 0.2028 0.324
H 18.192461 13.095411 9.805058 0.1215 -0.1093 0.0331 0.484
H 9.677734 13.982914 13.961730 -0.1147 0.2027 -0.0625 0.526
H 8.708002 12.390245 10.394231 0.3017 0.1113 -0.0391 0.403
H 12.281612 17.668204 14.984379 -0.2083 0.2456 -0.0368 0.174
H 17.538587 13.050409 7.339264 0.1199 0.2441 0.0962 0.395
H 9.129485 17.621448 11.829253 0.1377 0.1421 -0.0115 0.455
H 7.641747 11.095303 12.147217 0.1351 -0.1779 0.0929 0.944
H 13.873018 20.736302 11.184231 0.0042 0.1145 0.1406 0.288
H 14.965116 19.445840 13.176921 -0.3688 -0.0229 0.0033 0.377
H 9.578955 8.597238 12.317682 -0.3508 -0.2501 0.3068 0.403
H 12.568853 13.909253 17.858732 -0.0142 0.0524 -0.0015 0.329
H 13.489616 12.355751 19.620573 0.1927 -0.4363 -0.1425 0.369
H 15.237526 8.891395 16.250944 -0.0840 -0.0135 -0.2829 0.358
H 5.719048 15.649435 13.524544 0.9627 0.0593 -0.0647 0.281
H 11.443456 11.116808 14.216525 -0.1153 -0.1515 0.1192 0.298
H 15.576411 20.355574 10.891612 0.5028 0.2359 0.2129 0.424
H 8.846048 7.111439 13.050002 0.0499 0.3824 -0.2849 0.331
H 11.396150 19.145478 13.213098 0.2297 -0.1831 0.1230 0.381
H 11.134377 13.147079 10.716134 -0.1413 -0.0671 -0.1011 0.573
H 7.520600 9.016652 11.499063 -0.0708 0.3965 -0.2165 0.378
H 8.031871 8.342167 14.791042 0.0243 0.1358 -0.5226 0.292
H 14.098841 10.700755 11.894606 -0.0662 0.0875 -0.2481 0.580
H 6.744079 17.567598 12.266707 -0.2316 -0.0603 0.0915 0.382
H 12.743550 20.262444 13.325531 0.0517 -0.1660 0.4189 0.421
H 13.102363 14.463850 6.699071 -0.1497 0.1419 0.1787 0.259
```
Forces are in eV/Å.


No. 2
Entry from the Open Molecules 2025 dataset: C36H34N5O10STi as an isolated structure (the ωB97M-V functional and the def2-TZVPD basis).

Output
- net charge = 0
- HOMO energy (spin up / spin down) (eV) = -7.2 / -8.3
- E_LUMO (spin up / spin down) (hartree) = -0.0331 / -0.0328
- strongest force on any atom (eV Å⁻¹) = 0.67
- multiplicity = 2
- energy (hartree) = -3665.9313

XYZ file:
```
87
Properties=species:S:1:pos:R:3:forces:R:3:mulliken_charge:R:1
Ti -0.909601 0.346719 0.476699 -0.0023 0.0768 0.6622 -1.062
S -2.845567 2.550445 0.458621 0.0193 -0.0540 0.0231 0.074
O 0.064917 -0.835118 2.559860 0.0154 0.0158 -0.0734 -0.813
O -0.149247 1.909443 1.317484 0.0072 -0.1538 -0.0409 -0.266
O 1.177003 -2.036397 -2.147631 -0.0613 -0.0734 -0.0318 -0.499
O 1.302225 0.068336 0.533141 -0.0521 0.0453 -0.0586 -0.179
O 0.294665 -3.914619 -2.747122 0.0175 0.0737 -0.0080 -0.598
O -0.653105 -1.506976 0.087147 0.0756 -0.0798 -0.0686 0.258
O -0.940107 -2.416668 3.819696 -0.0141 0.0220 -0.0211 -0.749
O 1.753399 -7.212116 0.669748 -0.0918 -0.0743 0.0060 -0.625
O 1.202167 -6.813106 2.715224 -0.0832 -0.0815 -0.0219 -0.620
O 1.498821 3.235755 2.038635 -0.1113 0.0483 0.1623 -0.692
N -0.398968 -2.080136 2.733965 0.0939 -0.0503 -0.1659 0.991
N -2.179869 0.491046 2.427629 -0.1343 -0.2302 0.0777 0.375
N 0.669920 -3.112657 -1.914123 0.0336 -0.0635 0.1552 0.997
N -3.009504 -0.475877 0.022817 -0.1212 0.0431 -0.1106 0.264
N 1.298596 -6.504672 1.545749 0.2647 0.1772 0.0307 1.003
C 2.465942 1.811842 -0.585838 0.0276 0.0274 -0.0487 -0.794
C 2.750230 3.162674 -0.759340 0.0215 -0.0173 0.0242 0.334
C -1.812374 -0.997102 -5.196928 -0.0052 -0.0434 0.0181 -1.039
C 2.079894 1.253270 0.779127 0.0181 -0.0535 0.0483 3.168
C -1.081398 0.975924 -3.991244 0.0140 0.0154 0.0023 1.239
C 4.553054 1.412518 1.355067 -0.0224 -0.0772 -0.0626 -0.392
C 4.187198 -0.048844 3.676418 0.0151 0.0026 -0.0043 -1.030
C -2.318722 1.791526 3.089356 0.0426 0.0282 -0.0360 -0.796
C 0.957986 -4.769169 -0.157800 0.0069 -0.1268 0.0510 -0.461
C -0.011797 -2.609465 0.424742 -0.0270 0.1509 0.0762 1.214
C 1.123503 2.242472 1.479592 0.0897 -0.1337 -0.3348 -0.299
C -3.484644 -1.186646 1.228282 0.0493 0.0243 0.0115 -0.514
C -1.880964 -1.692460 -3.973534 0.0046 0.0362 -0.0327 -0.633
C 2.918636 1.433881 -2.921070 0.0131 0.0137 0.0202 -0.576
C 3.208455 2.780023 -3.091105 -0.0005 -0.0202 -0.0269 -0.589
C 5.451998 0.421608 3.354241 -0.0079 -0.0153 0.0210 -0.548
C -4.349203 1.654747 -0.026409 0.0243 0.1256 0.0472 -0.781
C 3.125779 3.640628 -2.007039 -0.0138 0.0260 -0.0022 -1.059
C 0.535436 -3.500120 -0.500469 0.0107 0.0127 -0.1560 -0.595
C 0.870854 -5.151332 1.167288 -0.1278 0.1356 -0.1019 -0.920
C 0.410400 -4.289029 2.147006 0.0415 -0.0756 0.0532 -0.349
C 3.110245 0.215333 2.845401 -0.0447 0.0392 0.0682 -0.414
C 0.019689 -3.016739 1.775714 -0.0788 0.0764 0.1677 -0.971
C -3.438503 -0.273678 2.437932 0.0112 0.0344 -0.0450 -1.097
C -1.172144 0.299650 -2.743299 -0.0155 -0.0368 0.0579 0.407
C -4.021349 0.329851 -0.686703 0.0292 -0.0664 -0.0148 -0.721
C -0.364779 2.987441 -2.887001 0.0019 0.0220 0.0436 -1.283
C -1.563884 -1.065626 -2.802352 -0.0077 -0.0355 0.0078 0.236
C -1.407097 0.303110 -5.195925 -0.0022 0.0229 -0.0210 -0.753
C 3.283439 0.941940 1.668408 0.0314 0.0793 -0.0334 0.190
C 5.628813 1.154743 2.193358 0.0278 -0.0020 -0.0114 -0.997
C -0.500050 2.332568 -1.645761 -0.0486 0.0069 -0.0501 -0.032
C -3.117391 2.781605 2.239352 0.0360 -0.0347 -0.0670 -0.880
C -0.889578 1.014135 -1.521050 0.0746 0.0847 -0.1888 1.612
C -0.661512 2.325940 -4.036138 -0.0015 -0.0072 -0.0244 -1.118
C 2.555701 0.949084 -1.673434 -0.0147 -0.0082 0.0283 -0.308
H -4.943706 -0.250015 -0.805241 0.0031 -0.0003 -0.0158 0.519
H -1.457183 -0.038089 2.932461 -0.0488 0.0892 0.0193 0.126
H 6.610475 1.527559 1.930321 -0.0077 0.0040 -0.0020 0.437
H 4.032099 -0.617327 4.584356 -0.0049 0.0042 -0.0015 0.456
H 1.204437 -0.448041 1.376349 0.0871 -0.0126 -0.0030 -0.017
H -3.614873 0.515873 -1.679910 -0.0072 -0.0037 -0.0217 0.255
H -1.320541 2.181201 3.257880 0.0104 -0.0025 0.0245 0.243
H 3.351292 4.692653 -2.129867 -0.0043 -0.0038 0.0049 0.442
H -1.324007 0.854433 -6.125577 -0.0012 -0.0011 0.0031 0.447
H 2.316135 -0.097259 -1.550869 0.0247 0.0309 -0.0046 0.302
H -4.190242 2.717781 2.416661 -0.0025 0.0175 0.0219 0.461
H 0.363267 -4.585570 3.184224 0.0019 -0.0018 -0.0020 0.647
H 3.493119 3.157687 -4.065173 -0.0004 -0.0033 0.0042 0.420
H -4.900247 2.270369 -0.736319 -0.0348 -0.0135 0.0057 0.631
H 1.335119 -5.447817 -0.907930 -0.0025 0.0065 -0.0017 0.642
H -2.808004 -2.026088 1.392697 -0.0008 -0.0114 -0.0143 -0.035
H -2.810567 3.797954 2.478828 -0.0124 0.0041 0.0067 0.566
H -4.274109 0.424587 2.425421 -0.0017 -0.0069 0.0125 0.435
H -0.299335 2.927098 -0.766559 0.0240 -0.0010 0.0195 0.581
H -3.522615 -0.868338 3.350301 -0.0017 0.0083 0.0105 0.424
H -1.543061 -1.661023 -1.904218 -0.0101 0.0263 0.0362 -0.212
H -2.806042 1.668748 4.062272 -0.0044 0.0124 0.0038 0.592
H -4.490394 -1.589464 1.077030 -0.0098 0.0030 0.0024 0.647
H 2.131954 -0.140888 3.146623 -0.0348 0.0073 -0.0482 0.536
H 2.687910 3.840369 0.081993 -0.0039 -0.0019 0.0133 0.524
H -2.732107 -1.191216 -0.638189 0.0426 -0.0157 -0.0352 0.123
H -2.058001 -1.500007 -6.122915 0.0043 0.0061 -0.0014 0.385
H -2.148688 -2.741081 -3.962106 -0.0016 -0.0025 -0.0033 0.506
H 6.291429 0.220673 4.007343 -0.0015 -0.0038 -0.0068 0.395
H 4.713630 1.973773 0.446029 -0.0010 0.0228 -0.0028 0.482
H -0.583902 2.816484 -4.999615 0.0011 -0.0053 0.0019 0.392
H -4.974214 1.534452 0.855435 -0.0349 -0.0069 -0.0279 0.430
H -0.035979 4.018410 -2.907335 0.0073 0.0015 0.0008 0.451
H 2.969364 0.752406 -3.760787 -0.0020 0.0018 -0.0002 0.459
```
Forces are in eV/Å.